Record 1
The following is a DFT calculation (wB97M-V/def2-TZVPD) of an isolated molecule of C21H27FN4OS.

The SMILES is CCCCN(CC)CCNC(=O)c1cc2c(-c3ccccc3F)nn(C)c2s1. For the molar mass, the calculation gives 402.539 g/mol. The energy relative to the best compared isomer or geometry (same formula, charge and spin) comes out at 0.941 eV.

```
55
Properties=species:S:1:pos:R:3:forces:R:3
C 2.492484 2.970215 -1.036930 0.2 -0.1 0.0
C 3.548386 1.965097 -0.595272 -0.3 0.1 0.2
C 3.343443 1.501697 0.844873 0.5 -0.1 -0.2
C 4.449758 0.536451 1.276923 -0.3 0.2 0.1
N 4.485451 -0.650839 0.439048 0.1 0.1 0.1
C 5.824818 -1.175725 0.236938 0.1 -0.1 -0.2
C 5.908198 -2.117063 -0.959605 0.1 0.2 0.3
C 3.530512 -1.675620 0.832048 -0.2 -0.2 -0.3
C 2.605827 -2.099973 -0.323841 0.1 -0.3 0.3
N 1.419090 -1.285931 -0.406577 0.3 0.3 -0.1
C 0.197281 -1.774156 -0.089503 0.0 -0.1 0.0
O -0.000778 -2.942686 0.192437 -0.1 -0.1 0.0
C -0.907576 -0.801889 -0.120211 -0.5 0.4 0.1
C -2.229641 -1.116940 -0.042740 0.5 -0.1 0.0
C -3.062373 0.027405 -0.076590 0.3 1.0 -0.1
C -4.399319 0.503004 -0.015433 0.7 0.4 -0.1
C -5.654498 -0.221141 0.098213 -0.4 -0.3 0.0
C -6.761381 0.403367 0.675870 0.0 -0.2 0.0
C -7.968007 -0.255017 0.802182 -0.1 0.1 0.0
C -8.102557 -1.559231 0.352077 0.1 0.0 0.0
C -7.026684 -2.197217 -0.238599 0.1 0.0 0.0
C -5.825316 -1.525601 -0.360966 -0.2 0.2 0.1
F -4.807151 -2.163956 -0.975734 0.0 0.1 0.1
N -4.401239 1.832043 -0.051642 -0.8 -0.1 0.0
N -3.136193 2.256625 -0.142758 0.3 -0.6 0.0
C -2.818957 3.651871 -0.213569 0.1 0.4 0.0
C -2.303413 1.204242 -0.158017 -0.2 -0.6 0.0
S -0.611454 0.940086 -0.222031 -0.2 -0.2 0.1
H 2.525708 3.857550 -0.408059 0.0 0.1 0.0
H 2.662734 3.274612 -2.067044 -0.1 0.1 -0.1
H 1.495347 2.541952 -0.965725 -0.1 0.0 0.0
H 4.536522 2.422528 -0.681685 0.1 -0.1 0.0
H 3.534965 1.092699 -1.250477 0.1 0.0 -0.1
H 3.357870 2.365162 1.513911 -0.1 0.0 0.1
H 2.367260 1.024163 0.947833 -0.1 0.0 0.1
H 4.322096 0.282632 2.342797 0.1 0.0 -0.1
H 5.405502 1.056643 1.179189 0.0 0.0 0.0
H 6.488081 -0.328015 0.048790 0.0 0.0 0.1
H 6.195611 -1.701135 1.136699 0.0 0.1 0.0
H 5.540931 -1.617772 -1.852230 -0.1 0.0 -0.1
H 6.944897 -2.401909 -1.123159 0.1 -0.1 0.0
H 5.327123 -3.020292 -0.796771 -0.1 -0.1 0.0
H 4.057589 -2.564864 1.201706 0.0 0.0 0.0
H 2.900833 -1.310806 1.649072 0.0 0.0 0.0
H 3.147757 -2.043146 -1.269606 0.0 -0.1 0.1
H 2.254911 -3.121986 -0.162854 0.1 0.1 -0.1
H 1.543204 -0.307396 -0.613450 -0.1 -0.1 -0.1
H -2.563602 -2.134856 0.026132 0.0 -0.2 0.0
H -6.643287 1.418273 1.020653 0.0 0.1 0.1
H -8.808621 0.248064 1.255485 -0.1 0.0 0.0
H -9.043344 -2.078053 0.454022 -0.1 -0.1 0.0
H -7.103798 -3.206288 -0.612248 0.0 -0.1 0.0
H -2.187164 3.941820 0.628628 0.0 0.0 0.0
H -3.754902 4.204565 -0.178582 0.1 0.0 0.0
H -2.292918 3.876761 -1.143609 0.0 0.0 0.0
```
Positions in Å, forces in eV/Å.

What are the Löwdin partial charges on each atom? They are as follows, in elementary charge units:
1. C -0.115
2. C -0.269
3. C -0.200
4. C -0.212
5. N -0.192
6. C -0.260
7. C -0.088
8. C -0.162
9. C -0.145
10. N 0.053
11. C -0.516
12. O 0.065
13. C -0.386
14. C -0.015
15. C -0.153
16. C -0.168
17. C -0.095
18. C -0.024
19. C -0.085
20. C -0.082
21. C -0.010
22. C -0.211
23. F 0.073
24. N 0.142
25. N -0.185
26. C -0.011
27. C -0.477
28. S 1.101
29. H 0.073
30. H 0.071
31. H 0.006
32. H 0.110
33. H 0.098
34. H 0.116
35. H 0.083
36. H 0.120
37. H 0.114
38. H 0.111
39. H 0.120
40. H 0.074
41. H 0.072
42. H 0.065
43. H 0.120
44. H 0.125
45. H 0.114
46. H 0.120
47. H 0.082
48. H 0.124
49. H 0.109
50. H 0.102
51. H 0.104
52. H 0.118
53. H 0.093
54. H 0.092
55. H 0.093

---

Record 2
The following is a DFT calculation (wB97M-V/def2-TZVPD) of C21H27N2O5PS2SeZn as an isolated structure.

For the molar mass, the calculation gives 626.914 g/mol.

```
60
Properties=species:S:1:pos:R:3:forces:R:3
Zn 0.917229 0.242132 0.380221 0.1 0.0 0.1
C 1.753495 7.041703 0.289154 0.1 -0.1 0.0
O 3.050422 6.467764 0.372002 0.0 0.0 0.0
C 3.132410 5.124082 0.500482 0.0 0.1 0.0
C 4.455430 4.617176 0.582260 0.0 0.0 0.0
C 4.633520 3.280668 0.728062 0.0 -0.1 0.0
C 3.548341 2.359874 0.801946 0.0 0.0 -0.1
C 3.786923 0.969040 1.010559 0.0 0.1 0.1
C 5.182263 0.404085 1.111758 0.1 0.0 0.0
O 2.872133 0.116667 1.122616 -0.1 -0.2 -0.2
C 2.211610 2.879050 0.680827 0.1 0.0 0.0
O 1.151351 2.163246 0.687838 0.0 0.0 -0.1
C 2.048834 4.287935 0.548287 0.1 0.0 0.0
H 1.902866 8.112151 0.187476 0.0 0.0 0.0
H 1.176662 6.836148 1.192643 0.0 0.0 0.0
H 1.212694 6.661924 -0.579406 0.0 0.0 0.0
H 5.285661 5.307622 0.533927 0.0 0.0 0.0
H 5.646904 2.911223 0.793471 0.0 0.0 0.0
H 5.925240 1.100190 1.486640 0.0 0.0 0.0
H 5.489123 0.076532 0.114652 0.0 0.0 0.0
H 5.152713 -0.471246 1.757112 0.0 0.0 0.0
H 1.033000 4.642157 0.473766 0.0 0.0 0.0
C -3.696367 -0.461600 3.106551 0.0 0.0 0.0
C -3.953999 0.621262 2.079005 0.0 -0.1 0.0
C -5.238495 0.412377 1.301383 0.0 0.0 0.0
O -2.860066 0.788101 1.138222 0.0 0.0 -0.1
P -1.917353 -0.299543 0.492178 0.0 0.0 0.1
S -1.050511 0.518550 -1.100115 0.0 -0.1 0.1
S -0.560792 -0.997998 1.797853 0.2 0.0 -0.1
O -2.951915 -1.455008 0.132143 -0.3 0.1 -0.1
C -2.694926 -2.474688 -0.863691 0.2 0.0 0.1
C -2.766468 -3.816755 -0.168685 0.0 -0.1 0.0
C -3.704645 -2.301594 -1.975661 0.0 0.0 0.0
H -4.550253 -0.500927 3.784386 0.0 0.0 0.0
H -2.796555 -0.260089 3.685927 0.0 0.0 0.0
H -3.593688 -1.439590 2.632989 0.0 0.0 0.0
H -3.981617 1.589679 2.577312 0.0 0.0 0.0
H -5.243472 -0.568123 0.824868 0.0 0.0 0.0
H -5.347362 1.177266 0.532527 0.0 0.0 0.0
H -6.090270 0.477791 1.981082 0.0 0.0 0.0
H -1.688463 -2.317258 -1.259366 0.0 0.0 0.0
H -3.757704 -3.970707 0.262694 0.0 0.0 0.0
H -2.025529 -3.874290 0.628936 0.0 0.0 0.0
H -2.569937 -4.617635 -0.885041 0.0 0.0 0.0
H -4.717651 -2.469237 -1.603881 0.0 0.0 0.0
H -3.504905 -3.019685 -2.773857 0.0 0.0 0.0
H -3.642779 -1.295293 -2.390736 0.0 0.0 0.0
Se 2.747143 -2.597853 0.480531 0.0 0.2 0.1
N 1.774408 -1.646244 -0.682345 0.1 -0.1 0.1
C 1.293984 -2.500906 -1.571086 -0.1 0.1 -0.1
C 0.515908 -2.141616 -2.721082 0.0 0.0 0.1
C 0.105394 -3.123254 -3.555566 0.0 -0.1 0.0
C 0.419281 -4.508081 -3.320511 0.0 0.1 0.0
C 1.163629 -4.891576 -2.259830 0.0 0.0 0.0
C 1.638207 -3.887160 -1.353734 0.0 -0.1 0.0
N 2.403066 -4.132353 -0.305131 -0.1 0.0 -0.1
H 0.271128 -1.105550 -2.893817 0.0 0.0 0.0
H -0.474338 -2.863363 -4.432308 0.0 0.0 0.0
H 0.058570 -5.250834 -4.020036 0.0 0.0 0.0
H 1.420538 -5.926320 -2.078421 0.0 0.0 0.0
```
Positions in Å, forces in eV/Å.

What are the Löwdin partial charges on each atom? They are as follows, in elementary charge units:
1. Zn 0.331
2. C -0.074
3. O -0.070
4. C -0.278
5. C -0.015
6. C -0.032
7. C -0.097
8. C -0.356
9. C -0.004
10. O -0.170
11. C -0.319
12. O -0.135
13. C 0.054
14. H 0.091
15. H 0.097
16. H 0.096
17. H 0.115
18. H 0.101
19. H 0.069
20. H 0.102
21. H 0.081
22. H 0.113
23. C -0.075
24. C -0.427
25. C -0.045
26. O -0.296
27. P -0.081
28. S 0.401
29. S 0.361
30. O -0.320
31. C -0.476
32. C -0.035
33. C -0.036
34. H 0.087
35. H 0.066
36. H 0.070
37. H 0.142
38. H 0.074
39. H 0.087
40. H 0.084
41. H 0.090
42. H 0.086
43. H 0.077
44. H 0.084
45. H 0.086
46. H 0.084
47. H 0.080
48. Se 1.185
49. N -0.246
50. C -0.366
51. C -0.057
52. C -0.069
53. C -0.074
54. C -0.023
55. C -0.384
56. N -0.227
57. H 0.067
58. H 0.108
59. H 0.104
60. H 0.114

---

Record 3
The following is a DFT calculation (wB97M-V/def2-TZVPD) of an isolated molecule of C21H27N3O2.

The SMILES is CCCCCN1CC(=O)N2[C@@H](Cc3c([nH]c4ccccc34)C2(C)C)C1=O. For the molar mass, the calculation gives 353.466 g/mol. The energy relative to the best compared isomer or geometry (same formula, charge and spin) comes out at 0.122 eV.

```
53
Properties=species:S:1:pos:R:3:forces:R:3
C 5.215150 0.251499 -2.885301 0.2 0.0 0.2
C 5.445040 0.308806 -1.380346 -0.3 0.1 -0.1
C 4.203349 0.797331 -0.639272 0.4 -0.1 0.2
C 4.418618 0.839448 0.871668 -0.4 0.1 -0.1
C 3.223387 1.453611 1.603341 0.3 0.2 0.0
N 1.981816 0.756744 1.327011 0.2 0.0 0.0
C 1.763033 -0.513506 1.962827 -0.1 -0.4 0.2
C 0.872432 -1.473389 1.178699 0.6 0.3 0.3
O 1.108766 -2.665425 1.192928 0.1 -0.2 0.1
N -0.181365 -0.895086 0.575483 -0.4 0.1 -0.1
C -0.210117 0.524274 0.265543 -0.2 0.7 -0.1
C -1.417652 1.191494 0.945136 0.0 -0.1 -0.2
C -2.606496 0.469210 0.411064 0.3 -0.4 -0.1
C -2.492004 -0.801000 -0.079854 0.2 0.5 0.3
N -3.699104 -1.206545 -0.590381 0.1 -0.4 -0.2
C -4.605077 -0.192952 -0.444820 -0.2 0.6 0.2
C -5.942319 -0.121764 -0.810213 -0.1 -0.1 0.0
C -6.617249 1.048704 -0.536140 -0.1 -0.1 -0.1
C -5.981059 2.127079 0.084914 -0.1 0.2 0.1
C -4.655482 2.064653 0.450377 0.0 -0.1 0.0
C -3.948134 0.892441 0.186772 -0.3 -0.3 -0.1
C -1.289692 -1.697387 0.015556 -0.1 -0.5 -0.2
C -1.666326 -2.838198 0.973450 0.2 -0.1 0.0
C -0.873675 -2.257709 -1.349833 0.0 0.1 0.2
C 1.059683 1.320165 0.532141 -0.2 -0.2 -0.1
O 1.189843 2.420072 0.027606 -0.2 0.2 -0.2
H 4.953953 1.235770 -3.267462 0.0 0.1 -0.1
H 6.111226 -0.090524 -3.397907 0.0 0.0 -0.1
H 4.402620 -0.432501 -3.120664 -0.1 -0.1 -0.1
H 5.716030 -0.685191 -1.016247 0.1 0.0 0.1
H 6.280683 0.979083 -1.166007 0.1 0.0 0.1
H 3.366862 0.132478 -0.867444 -0.1 0.0 -0.1
H 3.934479 1.794819 -0.992116 -0.1 0.0 -0.1
H 4.609345 -0.171570 1.239631 0.1 0.0 0.0
H 5.298300 1.443958 1.100722 0.1 0.0 0.1
H 3.077153 2.482278 1.266213 0.0 -0.1 0.1
H 3.396214 1.449828 2.684320 0.0 0.1 0.0
H 1.290785 -0.376392 2.949135 0.1 -0.1 -0.1
H 2.720516 -1.014476 2.121119 -0.2 0.0 -0.1
H -0.374640 0.620067 -0.819057 0.1 0.0 0.2
H -1.443799 2.250884 0.688508 0.1 0.0 0.0
H -1.339664 1.099114 2.032692 0.1 0.1 0.0
H -3.887227 -2.098435 -1.013916 0.0 0.1 0.0
H -6.434550 -0.954700 -1.290688 -0.1 -0.1 -0.1
H -7.659000 1.137501 -0.806339 -0.1 0.0 0.0
H -6.547957 3.025715 0.278833 0.0 0.1 0.0
H -4.168898 2.900713 0.929681 0.0 0.1 0.1
H -0.855144 -3.552848 1.062661 -0.1 0.0 0.0
H -2.549388 -3.350016 0.599638 -0.1 0.0 0.0
H -1.890508 -2.434940 1.958658 -0.1 0.0 0.1
H -1.666835 -2.867537 -1.774010 -0.1 -0.1 -0.1
H -0.647685 -1.449800 -2.042999 0.0 0.1 -0.1
H 0.011748 -2.875832 -1.225286 0.0 -0.1 0.0
```
Positions in Å, forces in eV/Å.

What are the Löwdin partial charges on each atom? They are as follows, in elementary charge units:
1. C -0.117
2. C -0.274
3. C -0.223
4. C -0.180
5. C -0.144
6. N -0.045
7. C -0.028
8. C -0.418
9. O 0.066
10. N 0.067
11. C -0.154
12. C -0.044
13. C -0.107
14. C -0.159
15. N 0.149
16. C -0.196
17. C -0.026
18. C -0.101
19. C -0.103
20. C -0.025
21. C -0.113
22. C -0.412
23. C -0.005
24. C 0.007
25. C -0.418
26. O 0.071
27. H 0.072
28. H 0.066
29. H 0.070
30. H 0.109
31. H 0.108
32. H 0.114
33. H 0.121
34. H 0.107
35. H 0.117
36. H 0.124
37. H 0.128
38. H 0.145
39. H 0.130
40. H 0.171
41. H 0.129
42. H 0.134
43. H 0.158
44. H 0.106
45. H 0.098
46. H 0.097
47. H 0.109
48. H 0.075
49. H 0.083
50. H 0.102
51. H 0.082
52. H 0.089
53. H 0.088

---

Record 4
The following is a DFT calculation (wB97M-V/def2-TZVPD) of an isolated molecule of C21H27N3O2S.

The SMILES is CC[C@H](C)N1C(=O)/C(=C\c2ccc(N3CCCCCC3)cc2)C(=O)NC1=S. For the molar mass, the calculation gives 385.533 g/mol. The energy relative to the best compared isomer or geometry (same formula, charge and spin) comes out at 0.871 eV.

```
54
Properties=species:S:1:pos:R:3:forces:R:3
C 2.617284 -2.067257 -3.173469 0.1 -0.2 0.1
C 2.830127 -3.430243 -2.525227 -0.1 0.2 0.0
C 2.127293 -3.538106 -1.168953 0.7 -0.3 0.0
C 2.380999 -4.871827 -0.473122 0.0 0.1 0.0
N 0.690349 -3.234377 -1.270619 -0.1 0.2 0.1
C 0.263113 -2.076838 -0.588403 0.1 0.2 0.3
O 1.055588 -1.497258 0.130444 -0.2 0.1 -0.1
C -1.120166 -1.657989 -0.770295 -0.4 0.5 0.2
C -1.699293 -0.473576 -0.374718 0.1 -0.7 -0.3
C -1.254807 0.773285 0.137073 0.2 0.5 0.3
C -2.251594 1.721451 0.456153 0.2 -0.3 -0.1
C -1.949375 2.966553 0.934899 -0.1 0.2 0.1
C -0.610185 3.373037 1.113043 -0.1 -0.2 -0.1
N -0.303583 4.608318 1.585071 0.0 0.0 -0.1
C 1.017297 5.172049 1.448886 0.3 0.0 0.0
C 1.908472 4.950393 2.695234 -0.1 -0.2 0.1
C 1.119086 4.408229 3.886269 0.1 0.1 0.1
C 0.129278 5.415886 4.478456 0.0 0.0 -0.1
C -0.632623 6.236391 3.436252 0.0 -0.3 0.1
C -1.269012 5.390360 2.332676 -0.3 0.4 0.0
C 0.388327 2.437274 0.774307 0.1 0.1 0.0
C 0.079219 1.184759 0.315928 0.0 -0.1 -0.1
C -2.063802 -2.592105 -1.392559 -0.1 0.0 0.0
O -3.264599 -2.434113 -1.475991 -0.1 -0.1 0.0
N -1.481483 -3.716708 -1.936845 -0.3 0.1 0.1
C -0.156550 -4.036823 -1.963802 -0.2 -0.4 -0.3
S 0.254702 -5.382517 -2.826320 -0.1 -0.3 -0.2
H 3.201786 -1.989926 -4.086766 0.0 0.1 -0.1
H 1.570013 -1.916901 -3.430061 -0.1 0.1 -0.1
H 2.921449 -1.269309 -2.498455 0.0 0.1 0.0
H 3.895468 -3.587514 -2.348659 0.0 0.0 0.1
H 2.483218 -4.216455 -3.194420 0.1 0.0 0.1
H 2.517690 -2.743410 -0.523974 -0.1 -0.3 -0.2
H 1.819079 -4.922140 0.457150 0.0 0.0 0.1
H 3.439531 -4.953672 -0.241699 0.1 0.0 0.1
H 2.098903 -5.710652 -1.101635 0.1 0.0 0.1
H -2.775163 -0.498306 -0.541623 0.1 0.0 0.0
H -3.288879 1.454932 0.311325 -0.1 0.0 0.0
H -2.754487 3.654452 1.138985 0.0 0.1 0.0
H 1.489011 4.744704 0.562690 -0.1 0.1 0.0
H 0.896956 6.240714 1.252462 0.0 -0.1 0.0
H 2.392661 5.887224 2.973640 0.1 0.0 0.0
H 2.695967 4.233700 2.456536 0.1 0.1 0.0
H 1.823023 4.115488 4.667724 0.0 -0.1 0.0
H 0.590314 3.504553 3.578976 0.0 -0.1 0.0
H 0.666333 6.113748 5.124688 0.0 0.0 0.1
H -0.582026 4.873244 5.104625 0.0 0.0 0.1
H -1.438668 6.777163 3.937211 0.0 0.1 -0.1
H 0.029758 6.986929 3.005920 0.0 0.1 0.0
H -1.821364 6.056470 1.653494 -0.1 -0.1 0.1
H -1.982016 4.705978 2.798218 0.0 0.0 -0.1
H 1.427889 2.685963 0.914313 0.1 0.0 0.0
H 0.877139 0.493479 0.108948 0.0 0.0 0.0
H -2.099265 -4.361182 -2.419648 0.2 0.1 0.1
```
Positions in Å, forces in eV/Å.

What are the Löwdin partial charges on each atom? They are as follows, in elementary charge units:
1. C -0.089
2. C -0.231
3. C -0.352
4. C -0.063
5. N 0.031
6. C -0.327
7. O 0.070
8. C -0.028
9. C 0.077
10. C -0.196
11. C -0.018
12. C -0.012
13. C -0.213
14. N -0.107
15. C -0.156
16. C -0.160
17. C -0.198
18. C -0.190
19. C -0.181
20. C -0.158
21. C 0.000
22. C 0.006
23. C -0.424
24. O 0.075
25. N 0.105
26. C -0.748
27. S 0.741
28. H 0.071
29. H 0.070
30. H 0.075
31. H 0.116
32. H 0.053
33. H 0.134
34. H 0.086
35. H 0.081
36. H 0.022
37. H 0.122
38. H 0.119
39. H 0.103
40. H 0.117
41. H 0.119
42. H 0.111
43. H 0.103
44. H 0.111
45. H 0.108
46. H 0.110
47. H 0.111
48. H 0.115
49. H 0.102
50. H 0.130
51. H 0.121
52. H 0.104
53. H 0.095
54. H 0.135

---

no.,frontier orbital gap (eV),electronic energy (Eh)
1,8.77,-1608.7326
2,6.86,-6620.7854
3,8.58,-1131.2337
4,7.01,-1529.3954